(1)
Below is a molecular structure, C15H34GdGeN3O3SSe at a distorted geometry, with properties calculated with ωB97M-V/def2-TZVPD.

Cartesian coordinates (Å):
1 Gd -1.283 0.263 0.922
2 N 1.252 -0.548 2.842
3 N 1.290 -0.565 1.658
4 C 1.130 0.485 0.649
5 O 1.078 0.225 -0.582
6 O 0.648 1.591 1.200
7 H 1.390 0.485 3.161
8 H 0.958 -1.359 3.239
9 H 2.492 -0.432 1.795
10 C -4.099 -0.403 0.232
11 Ge -4.114 0.155 2.130
12 C -2.670 -1.370 3.267
13 C -5.772 -0.249 3.071
14 C -3.540 1.837 2.405
15 Se -1.782 1.893 2.908
16 C -1.005 3.577 2.369
17 H -4.714 -1.274 0.187
18 H -3.197 -0.900 0.108
19 H -4.131 0.713 -0.597
20 H -3.267 -2.217 3.655
21 H -2.245 -0.838 3.890
22 H -2.071 -1.695 2.522
23 H -6.345 -1.651 2.790
24 H -6.317 0.376 2.614
25 H -5.959 0.024 3.954
26 H -4.311 2.454 3.114
27 H -3.850 2.657 1.422
28 H -1.578 3.522 0.960
29 H -0.016 3.784 2.351
30 H -1.635 4.560 2.681
31 O -0.822 -1.906 0.058
32 S -0.207 -1.721 -1.135
33 C -1.019 -3.539 -1.392
34 C 0.395 -5.381 -1.208
35 C 1.123 -4.519 -0.224
36 C 1.500 -3.355 -0.578
37 H -1.660 -3.370 -2.077
38 H -1.475 -4.141 -0.758
39 H 0.324 -4.657 -2.551
40 H 0.128 -6.173 -1.497
41 H 2.128 -5.082 -0.496
42 H 0.825 -4.968 0.631
43 H 2.131 -2.452 -1.181
44 H 1.578 -2.735 0.885
45 C -0.728 2.299 -4.278
46 C -2.247 1.874 -3.529
47 C -2.585 0.631 -4.439
48 C -3.010 3.186 -3.914
49 C -1.924 1.543 -2.298
50 N -1.602 1.318 -1.142
51 H -0.787 2.489 -5.156
52 H 0.282 1.067 -4.595
53 H -0.071 2.931 -3.986
54 H -3.320 0.975 -5.494
55 H -3.618 0.417 -3.918
56 H -1.804 0.115 -4.410
57 H -3.079 3.467 -4.839
58 H -2.310 3.899 -3.166
59 H -3.752 2.865 -2.984

frontier orbital gap (spin up / spin down)	3.99 / 7.15	eV
spin multiplicity	8
charge	+2
expectation value of S²	16.16
HOMO energy (spin up / spin down)	-12.400 / -13.085	eV
LUMO level (spin up / spin down)	-8.41 / -5.94	eV

=====

(2)
Below is C3H7N3OS in the gas phase at a distorted geometry, with properties calculated with ωB97M-V/def2-TZVPD.

Cartesian coordinates (Å):
1 C -3.514 -1.289 -0.600
2 C -1.358 -1.008 -1.102
3 C 0.994 -0.116 1.092
4 H -3.184 -1.631 0.349
5 H -4.410 -1.869 -0.893
6 H -3.772 -0.236 -0.566
7 H -0.541 -1.148 -1.778
8 H -1.867 0.188 0.440
9 H 0.621 -1.001 1.626
10 H 1.591 2.028 -0.340
11 N -2.420 -1.531 -1.542
12 N -1.126 -0.438 0.137
13 N 2.168 0.341 1.251
14 O 0.078 0.331 0.133
15 S 2.741 1.680 0.302

frontier orbital gap	9.72	eV
HOMO energy	-9.106	eV
LUMO level	0.61	eV

=====

(3)
Below is a molecular structure, C37H52N6PRb, with properties calculated with ωB97M-V/def2-TZVPD.

Cartesian coordinates (Å):
1 Rb 0.069 -1.317 -0.495
2 C 1.081 3.275 -0.002
3 C -0.396 2.970 -0.256
4 C -1.213 4.247 -0.432
5 P -0.536 1.586 -1.512
6 C 0.535 2.114 -2.955
7 C 0.374 3.479 -3.624
8 C 0.429 1.001 -4.003
9 C -2.255 1.637 -2.101
10 C -2.814 2.712 -2.799
11 C -4.124 2.731 -3.249
12 C -4.703 3.926 -3.971
13 C -4.904 1.604 -2.966
14 C -4.406 0.522 -2.274
15 C -3.055 0.482 -1.808
16 N -2.525 -0.555 -1.135
17 C -3.288 -1.695 -0.881
18 C -3.357 -2.742 -1.822
19 C -2.699 -2.561 -3.164
20 C -4.055 -3.905 -1.519
21 C -4.699 -4.079 -0.298
22 C -5.446 -5.355 0.012
23 C -4.634 -3.040 0.623
24 C -3.945 -1.861 0.352
25 C -3.915 -0.731 1.345
26 H 1.199 3.878 0.903
27 H 1.514 3.841 -0.832
28 H 1.668 2.358 0.120
29 H -0.787 2.472 0.639
30 H -0.883 4.835 -1.291
31 H -1.100 4.877 0.458
32 H -2.271 4.026 -0.558
33 H 1.541 2.074 -2.522
34 H -0.525 3.511 -4.240
35 H 1.227 3.667 -4.284
36 H 0.330 4.295 -2.903
37 H -0.589 0.946 -4.395
38 H 0.675 0.024 -3.579
39 H 1.110 1.186 -4.840
40 H -2.205 3.588 -2.993
41 H -3.913 4.572 -4.360
42 H -5.328 4.535 -3.310
43 H -5.328 3.617 -4.813
44 H -5.938 1.587 -3.303
45 H -5.043 -0.332 -2.073
46 H -1.645 -2.296 -3.059
47 H -3.166 -1.739 -3.713
48 H -2.777 -3.469 -3.764
49 H -4.104 -4.701 -2.258
50 H -5.973 -5.722 -0.870
51 H -6.180 -5.195 0.802
52 H -4.770 -6.149 0.343
53 H -5.141 -3.149 1.579
54 H -4.240 -1.061 2.335
55 H -4.571 0.082 1.022
56 H -2.910 -0.309 1.402
57 N 0.576 -4.235 0.588
58 C 0.596 -3.596 1.916
59 C -0.719 -2.869 2.170
60 C -0.754 -2.127 3.505
61 C 0.113 -0.872 3.540
62 N -0.244 0.046 2.448
63 H -0.210 -4.873 0.537
64 H 1.408 -4.796 0.460
65 H 1.434 -2.893 1.928
66 H 0.762 -4.307 2.732
67 H -1.533 -3.597 2.146
68 H -0.902 -2.158 1.372
69 H -0.427 -2.795 4.308
70 H -1.788 -1.847 3.725
71 H 1.164 -1.146 3.426
72 H 0.017 -0.416 4.530
73 H 0.387 0.838 2.422
74 H -1.173 0.418 2.606
75 C 5.378 -0.382 -0.653
76 C 4.024 -0.464 -0.943
77 N 3.097 -0.698 -0.015
78 C 3.513 -0.844 1.243
79 C 4.838 -0.758 1.649
80 C 5.789 -0.536 0.657
81 C 5.193 -0.981 3.066
82 C 6.032 -0.298 3.845
83 C 6.713 0.989 3.595
84 C 7.737 1.396 4.444
85 C 8.320 2.626 4.204
86 N 7.934 3.416 3.206
87 C 6.944 2.940 2.454
88 N 6.316 1.778 2.594
89 H 6.094 -0.199 -1.443
90 H 3.668 -0.345 -1.961
91 H 2.738 -1.014 1.987
92 H 6.839 -0.487 0.919
93 H 4.720 -1.850 3.517
94 H 6.215 -0.701 4.836
95 H 8.063 0.767 5.262
96 H 9.124 2.999 4.830
97 H 6.607 3.573 1.639

frontier orbital gap	4.90	eV
HOMO energy	-5.549	eV
LUMO level	-0.65	eV